1.
Below is an isolated ion of composition C8H13N5O and charge +2 in a non-equilibrium geometry, with properties calculated with ωB97M-V/def2-TZVPD.

Calculated values
total charge = +2
Kohn-Sham gap = 0.265 hartree
E_tot = -660.86699 hartree
energy above the lowest of the compared OMol25 structures with the same formula, charge and spin = 198.2 kJ/mol

Cartesian coordinates (Å):
H  1.69581  0.86714  1.05871
H  -2.05819  1.15133  5.19793
H  -1.90138  1.43793  -1.07753
C  -0.93766  0.27689  2.26629
N  0.01632  -0.26941  -1.33178
H  -1.04851  -2.06961  -0.77790
H  1.33339  -1.85650  -1.86267
H  -0.89118  -1.83289  -2.46646
C  -0.10751  0.66588  -0.29719
C  -1.40375  1.66910  2.13013
H  1.99809  1.32299  -0.43040
C  -1.65964  1.14216  4.22357
H  1.80628  -1.11912  -0.47234
O  -2.49423  3.09645  0.68708
C  1.44317  -0.85205  -1.43801
H  -2.03965  -0.87165  -1.48571
N  -0.30182  -0.45476  1.46041
H  0.89389  2.36024  0.46436
H  -0.10786  0.23637  -2.13024
H  -0.91541  -0.87769  4.21090
C  -1.69896  2.24013  0.90236
C  -1.00379  -1.28559  -1.51883
N  -1.76170  2.11906  3.26083
N  -1.12274  0.07195  3.64946
H  2.16255  -0.22720  -2.00392
N  -1.29135  1.39923  -0.20139
C  1.08940  1.34701  0.20619

Atoms 1-3, force components in eV/Å:
-1.6 0.3 -0.7
-0.2 0.4 1.2
0.8 0.2 1.9

2.
Below is an isolated ion of composition C8H13N6O and charge +1 in a non-equilibrium geometry, with properties calculated with ωB97M-V/def2-TZVPD.

Calculated values
structure (SMILES) = N#COn1c(CC(N)(N)N)cccc1=[NH2+]
total charge = +1
Kohn-Sham gap = 0.305 hartree
E_tot = -716.03584 hartree
energy above the lowest of the compared OMol25 structures with the same formula, charge and spin = 416.8 kJ/mol

Cartesian coordinates (Å):
H  1.52786  0.97654  -2.31717
H  1.58284  -0.37723  1.66057
C  -0.48131  1.48629  0.32898
N  3.36124  -0.72706  -0.79833
C  -0.21220  0.04539  0.43398
H  3.67815  1.49511  -0.07912
N  -1.42887  -2.47974  3.04332
H  -4.45678  -0.97181  -0.25143
H  -3.38024  -2.16608  -0.45469
C  2.15757  0.12500  -0.50327
C  -1.26142  -2.37452  1.91409
H  1.68956  -0.67684  -2.28831
H  3.94818  -0.66187  0.04402
H  -2.04735  3.11147  0.15643
H  -4.05083  1.31976  0.05010
H  2.26243  2.20454  -0.65581
C  -2.97123  1.02308  0.13888
N  -1.32606  -0.79475  0.40085
N  1.36097  0.13714  -1.75918
N  2.66125  1.45395  -0.09173
H  1.27285  -1.65865  0.41747
H  3.85102  -0.21710  -1.54633
C  1.22584  -0.55243  0.61137
O  -1.10659  -2.15807  0.54075
C  -1.87825  2.01081  0.20140
H  0.33049  2.25797  0.34127
N  -3.65764  -1.42890  0.21358
C  -2.65150  -0.40200  0.24830

Atoms 1-3, force components in eV/Å:
0.1 -0.4 0.2
-0.3 0.0 -1.0
-2.2 -0.9 0.0

3.
Below is a single C8H13NO molecule in a non-equilibrium geometry, with properties calculated with ωB97M-V/def2-TZVPD.

Calculated values
structure (SMILES) = NC(=O)C[C@@]12CCC[C@@H]1C2
Kohn-Sham gap = 0.378 hartree
E_tot = -442.54452 hartree
energy above the lowest of the compared OMol25 structures with the same formula, charge and spin = 222.4 kJ/mol

Cartesian coordinates (Å):
H  -3.02788  1.92364  -0.65833
H  -1.63130  -2.11048  -0.48865
H  -3.19873  -0.37793  -1.40068
C  -0.90875  -0.82908  1.19096
H  -0.80109  1.42706  -1.46164
H  -0.29013  -1.64169  1.57603
C  0.81833  -0.65963  -0.76066
C  -0.46905  -0.20788  -0.11769
H  -1.34813  -0.19761  1.96648
O  3.06891  0.13448  -1.10741
H  -0.42023  1.97762  0.18005
H  -2.62570  1.44136  0.98848
C  -2.91416  -0.25770  -0.34419
C  -0.96092  1.20979  -0.39337
H  0.74875  -0.61369  -1.85745
C  2.02824  0.15783  -0.36765
N  2.47762  0.14762  0.88934
H  -3.78166  -0.54853  0.26690
H  1.78684  0.40229  1.58524
C  -2.46412  1.18869  -0.06881
H  1.02989  -1.70721  -0.49376
C  -1.68252  -1.10291  -0.07122
H  3.64503  0.19109  0.43589

Atoms 1-3, force components in eV/Å:
0.1 -0.2 0.2
0.0 0.3 0.1
0.1 0.0 0.2

4.
Below is C8H13NO2 as an isolated structure in a non-equilibrium geometry, with properties calculated with ωB97M-V/def2-TZVPD.

Calculated values
Kohn-Sham gap = 0.371 hartree
E_tot = -517.72936 hartree
energy above the lowest of the compared OMol25 structures with the same formula, charge and spin = 403.1 kJ/mol

Cartesian coordinates (Å):
H  -2.15098  2.18940  0.50862
H  -1.53869  -0.64682  -1.69589
H  -2.45638  1.88692  -1.15285
O  1.12602  1.49060  -0.52296
C  3.60021  -1.17737  0.18006
C  1.19439  -0.93843  -0.61819
H  4.26852  -0.44097  0.59976
C  2.33757  -0.44101  -0.21521
C  -1.81202  -0.61664  -0.69061
H  -0.10744  -0.39456  1.69500
N  0.19176  0.58134  -1.02764
H  -1.44614  0.76796  1.87374
H  -1.62799  -1.60109  -0.25018
C  2.35542  1.08007  -0.15422
H  4.25551  -1.69469  -0.70184
H  -0.91598  2.69714  -0.74739
H  0.74912  -1.95139  -0.66701
H  3.43293  -1.93355  0.86972
C  -1.69407  1.93406  -0.43215
H  -2.86571  -0.33235  -0.65161
H  0.22065  1.38275  1.43702
O  3.33148  1.75879  0.04678
C  -0.96747  0.55673  -0.18778
C  -0.50569  0.56406  1.29899

Atoms 1-3, force components in eV/Å:
-0.2 0.5 0.3
0.1 -0.4 -2.0
-0.9 -0.2 -1.2

5.
Below is a 2-piece molecular cluster, C8H13NO2 overall in a non-equilibrium geometry, with properties calculated with ωB97M-V/def2-TZVPD.

Calculated values
⟨S²⟩ = 2.009
multiplicity = 3
Kohn-Sham gap (alpha / beta) = 0.231 / 0.332 hartree
E_tot = -517.59386 hartree
energy above the lowest of the compared OMol25 structures with the same formula, charge and spin = 132.9 kJ/mol

Cartesian coordinates (Å):
H  1.06108  2.52455  0.28136
H  -0.23052  2.38240  1.55677
C  -1.40551  0.20704  0.66295
C  -0.18645  0.93143  -0.13845
C  -0.86988  -3.52334  0.52951
H  -0.63847  0.15892  -2.07328
C  0.04248  2.28018  0.50481
H  -2.21346  0.89498  0.83103
C  -0.43639  -3.16618  1.55917
H  -1.36432  1.74773  -1.71818
N  2.44530  -1.57047  0.05904
H  0.37162  1.62006  -2.16183
C  3.01952  -2.60357  -0.71409
H  -1.12851  -3.76579  -0.45568
O  1.06682  0.18080  0.26965
H  -0.05760  -2.94406  2.45709
H  4.08117  -2.88141  -0.35196
H  3.12316  -1.32630  0.83978
C  -0.43736  1.18471  -1.63536
H  -0.51983  3.10907  0.02616
C  1.34644  -0.89110  -0.33509
O  2.49885  -3.16347  -1.60866
H  -1.03772  -0.06481  1.59988
H  -1.69321  -0.78945  0.23310

Atoms 1-3, force components in eV/Å:
0.8 0.3 0.5
0.5 -0.4 0.1
1.4 -0.5 -2.8

6.
Below is an isolated ion of composition C8H13NO2P and charge +1 in a non-equilibrium geometry, with properties calculated with ωB97M-V/def2-TZVPD.

Calculated values
structure (SMILES) = CC1=CC=[N+](C(=O)OP)C[C@H]1C
total charge = +1
Kohn-Sham gap = 0.262 hartree
E_tot = -858.87939 hartree
energy above the lowest of the compared OMol25 structures with the same formula, charge and spin = 288.4 kJ/mol

Cartesian coordinates (Å):
C  -0.64091  1.89162  -0.25883
C  0.74146  -0.46927  0.26874
N  -1.39379  0.83522  0.12100
H  -1.07321  -0.26949  1.69721
C  0.72145  1.93020  -0.04145
H  1.64322  -1.43021  -1.67733
O  -3.42559  -0.45598  0.28790
H  1.30967  2.91675  -0.14697
C  -0.73287  -0.36829  0.60095
H  0.38948  -0.45031  -1.96600
C  0.65190  -1.12442  -1.20229
H  0.01829  -1.88994  -1.27143
C  1.51754  0.81374  0.28091
O  -3.34420  1.88316  -0.35568
H  3.14833  0.02156  1.13452
H  1.29813  -1.31557  0.71699
P  -5.08223  -0.53798  -0.09725
H  -5.47210  -0.31744  1.18773
H  3.44563  1.52878  0.41154
C  -2.79229  0.89967  -0.03525
H  3.40521  0.23584  -0.60722
H  -5.00639  -1.89184  -0.01778
C  2.96103  0.65601  0.37943
H  -1.21744  -1.17651  0.26452
H  -1.08426  2.67190  -0.67892

Atoms 1-3, force components in eV/Å:
0.7 -4.4 2.4
0.0 -1.8 -2.1
1.5 1.0 -2.0

7.
Below is a 2-piece molecular cluster, C8H13NO3 overall in a non-equilibrium geometry, with properties calculated with ωB97M-V/def2-TZVPD.

Calculated values
structure (SMILES) = C[C@H](C#N)CO.O=C1CC(O)C1
Kohn-Sham gap = 0.351 hartree
E_tot = -593.00151 hartree
energy above the lowest of the compared OMol25 structures with the same formula, charge and spin = 343.7 kJ/mol

Cartesian coordinates (Å):
H  2.38500  0.04941  2.41033
H  2.87391  0.12987  -1.90373
O  -2.61437  -2.00578  0.57323
C  2.71258  -0.52385  -1.03089
H  -0.89054  -1.48113  -0.47310
N  0.45678  1.79776  -0.00763
H  -2.19343  0.02735  -1.99143
H  3.46770  0.97981  0.30961
C  -1.77407  -1.03906  -0.00162
H  -2.08490  0.06193  1.85683
O  -1.57184  2.27028  -0.19428
C  -1.77584  1.08353  -0.05265
H  -2.85497  -2.63158  -0.12230
O  1.59556  -1.36425  -1.21205
H  3.44347  -1.13132  1.61432
H  -3.53164  0.02673  -0.79500
C  1.40512  1.18281  0.13480
H  -0.36365  0.08133  1.39623
H  1.68285  -1.25105  1.42308
H  3.58274  -1.18426  -0.93903
C  -1.38832  0.06109  1.01092
C  2.60523  0.31980  0.25083
H  0.83653  -0.79670  -1.42311
C  -2.44245  0.02317  -0.92356
C  2.52020  -0.55194  1.50474

Atoms 1-3, force components in eV/Å:
0.0 -0.1 -0.2
-0.1 -0.1 0.2
0.0 -0.4 -0.3

8.
Below is a single C8H13NO4 molecule in a non-equilibrium geometry, with properties calculated with ωB97M-V/def2-TZVPD.

Calculated values
structure (SMILES) = CCO[C@]1(OC)[C@@H](O)C=C[C@H]1N=O
Kohn-Sham gap = 0.328 hartree
E_tot = -668.16293 hartree
energy above the lowest of the compared OMol25 structures with the same formula, charge and spin = 241.2 kJ/mol

Cartesian coordinates (Å):
H  -1.45993  0.21138  2.03380
C  0.15120  -0.27038  -0.06864
C  1.17095  -1.50694  -0.15437
C  0.93441  0.72422  0.92724
H  -1.49359  -0.25759  -2.37123
H  2.64306  -2.41092  1.37327
H  -2.77423  1.96581  1.17484
O  0.08894  0.46658  -1.28631
O  1.93002  -1.61612  -1.31333
O  -1.01934  -0.84233  0.44133
H  -3.33651  1.22654  -0.31308
C  -0.41566  -0.20703  -2.39956
N  1.74600  1.67411  0.15289
C  1.94324  -0.25604  1.66715
H  0.06993  -1.12866  -2.64643
O  1.31932  2.81365  -0.07206
C  -2.49157  1.27269  0.43985
H  -2.82798  -0.62105  1.36150
H  0.49044  -2.36049  -0.18173
C  1.97828  -1.45190  1.08628
H  -1.63045  1.69775  -0.13316
H  0.31349  1.14753  1.66292
H  2.22195  -0.78186  -1.48600
H  2.66957  0.15577  2.30655
H  -0.22700  0.38728  -3.27684
C  -1.99455  -0.03200  1.07509

Atoms 1-3, force components in eV/Å:
-0.9 0.3 -0.4
2.2 0.4 0.1
-2.7 -0.9 0.1